[1]
Below is a cluster of 2 separate species, CH3N4O in total in a non-equilibrium geometry, with properties calculated with ωB97M-V/def2-TZVPD.

```
! wB97M-V def2-TZVPD RIJCOSX def2/J DEFGRID3
* xyz -1 1
C -2.6568 -0.0636 -0.0188
N -3.4591 -0.8919 -0.0045
N 0.7453 0.2484 0.4972
N -0.2243 -0.5281 0.6174
N -1.7210 0.6912 0.4582
O -1.1812 1.7822 -0.1389
H 1.0487 0.6517 1.4017
H -0.1861 1.6608 0.1006
H -0.2515 -1.0294 -0.2826
*
```

***

[2]
Below is a cluster of 2 separate species, CH3N4O in total in a non-equilibrium geometry, with properties calculated with ωB97M-V/def2-TZVPD.

```
! wB97M-V def2-TZVPD RIJCOSX def2/J DEFGRID3
* xyz 1 1
C 2.6027 -0.1732 -0.0134
N -2.9233 0.8021 -0.1129
N -0.7867 0.1986 0.0591
N -1.8819 0.4280 -0.0094
N 1.5256 -0.7585 -0.1448
O 3.5572 0.4685 0.0481
H -3.7164 0.6241 0.3917
H 0.3747 0.0845 -0.1594
H 1.2481 -1.6741 -0.0590
*
```

***

So what do the calculations give for ΔE to the lowest compared entry with this formula, charge and spin? Going down the list: 74.3, 38.1 kcal/mol.
So what do the calculations give for lowest unoccupied orbital energy? Going down the list: 4.582, -4.452 eV.